1.
The following is a quantum chemistry calculation of one molecule with the formula C9H12ClN3O in a non-equilibrium geometry, from OMol25.

Cartesian coordinates (Å):
Cl: -2.2421 -2.6445 -0.0646
O: 4.3096 -1.5964 0.2262
N: 2.0518 -1.1252 0.1148
N: -0.3688 -0.6272 -0.2109
N: 3.7577 0.5205 -0.1798
C: 1.5055 1.1237 -0.2253
C: 2.8699 1.4053 -0.3868
C: -0.4449 -0.8550 -1.5634
C: 3.4462 -0.7809 0.1608
C: -2.5832 0.6004 -0.1970
C: -0.9626 0.8428 1.6960
C: -1.4560 0.0502 0.5943
C: -1.2052 -1.3944 0.6571
C: 1.1711 -0.1900 -0.0360
H: -3.4014 0.8327 0.4392
H: 3.3063 2.3627 -0.6200
H: 0.2472 -1.5386 -1.8485
H: -0.6136 0.0432 -2.0766
H: -3.0734 -0.2636 -0.7313
H: 0.1510 0.8316 1.8485
H: -0.6421 -1.9210 1.4411
H: -2.3475 1.4148 -0.7515
H: -1.2700 1.9058 1.4486
H: -1.4358 -1.2203 -1.7636
H: -1.4867 0.4461 2.6424
H: 0.7171 1.7774 -0.6137

molar mass	213.668	Da
LUMO energy	0.002	Ha
SMILES	CC1(C)[C@@H](Cl)[N@+]1(C)c1ccnc([O-])n1
ΔE to the lowest compared entry with this formula, charge and spin	47.8	kcal/mol
multiplicity	1
charge	0
HOMO	-7.7	eV
Kohn-Sham gap	7.717	eV


2.
The following is a quantum chemistry calculation of C40H36ClN3Si2W as an isolated structure in a non-equilibrium geometry, from OMol25.

Cartesian coordinates (Å):
W: 1.8324 -0.8476 0.1278
Cl: -0.0823 -2.0032 1.3463
Si: -0.8297 1.6446 -1.5462
Si: -2.8197 0.5368 1.6379
N: 2.0195 -2.4933 -1.2395
N: 2.6440 -2.4697 1.3045
N: 3.1710 -3.4627 0.5728
C: 3.0893 -4.0187 3.1077
C: -2.8088 -0.9943 -0.7243
C: 2.4238 1.2408 -0.1884
C: -3.8019 1.3203 -5.2229
C: 2.8169 0.8650 1.1244
C: -4.3061 1.3206 -3.9188
C: -1.8495 4.2299 -1.6560
C: 0.6339 2.1197 4.3397
C: -1.5544 1.5839 -4.3571
C: -0.1426 1.0485 4.7852
C: -0.4724 1.9933 2.1899
C: -2.3069 -1.4788 -1.9400
C: -3.5804 5.4181 -0.4396
C: 1.7453 -2.5709 -2.5783
C: 2.5552 -3.6161 -0.6387
C: 1.7377 -3.7902 -3.2253
C: 2.7354 -3.3909 5.4070
C: -0.2278 -0.3248 -1.6254
C: -2.0416 1.5688 -3.0513
C: 3.1467 -4.3359 4.4639
C: 2.2241 -2.1455 5.0074
C: 0.4772 2.5775 3.0288
C: -1.3667 1.0288 2.6935
C: 2.6012 -4.8664 -1.2690
C: 3.7659 -0.1968 1.0046
C: 3.9468 -0.4722 -0.3949
C: -2.4297 1.4832 -5.4447
C: -1.1510 0.5010 3.9832
C: 2.6543 -2.7481 2.7015
C: -1.0702 -1.1169 -2.4218
C: -1.9325 3.1214 -0.7877
C: -3.5782 4.3615 0.4812
C: -2.7161 5.3213 -1.5398
C: -2.8768 3.1738 0.2464
C: 3.1231 0.4261 -1.1325
C: -2.0819 -0.1191 0.0662
C: -3.4223 1.4732 -2.8470
C: -0.7111 0.2047 -0.3710
C: 2.1786 -1.8242 3.6522
C: 2.1828 -4.9634 -2.5840
H: 0.0199 0.6404 5.7823
H: 0.0313 0.3437 0.4515
H: -3.7334 -0.2718 2.3349
H: -0.4844 1.6700 -4.5338
H: 1.7363 -0.8980 3.2859
H: -2.9723 -2.0707 -2.5758
H: 0.4859 2.2259 -1.8577
H: 3.3788 -4.7373 2.3406
H: -3.8189 -1.2836 -0.4055
H: 4.7153 -1.1073 -0.8306
H: 1.1007 3.3912 2.6558
H: 4.3917 -0.5509 1.8185
H: 1.3944 -3.7917 -4.2552
H: -0.5439 2.3369 1.1593
H: 1.3861 2.5723 4.9944
H: 1.5082 -1.6336 -3.1015
H: 2.1798 -5.9190 -3.1078
H: 1.8496 -1.4211 5.7329
H: -4.4840 1.2095 -6.0584
H: -1.1493 4.2100 -2.4995
H: -0.7528 -1.3697 -3.4393
H: 0.8322 -0.2897 -1.9413
H: -4.1756 4.4645 1.3822
H: -2.0292 1.5269 -6.4566
H: 3.1027 0.5502 -2.2122
H: 1.8153 2.1041 -0.4373
H: 2.9574 -5.6874 -0.6501
H: 3.4996 -5.3252 4.7644
H: -3.1773 2.2617 0.8913
H: -5.3714 1.1983 -3.7201
H: 2.7764 -3.6255 6.4675
H: -1.7726 -0.3272 4.3289
H: -4.2251 6.2909 -0.3214
H: -3.8382 1.5100 -1.8374
H: -2.7096 6.0939 -2.3117
H: 2.5320 1.3962 2.0351

molar mass	834.214	Da
LUMO energy (alpha / beta)	-0.281 / -0.271	Ha
multiplicity	3
charge	+2
HOMO (alpha / beta)	-12.0 / -13.4	eV
Kohn-Sham gap (alpha / beta)	4.347 / 6.017	eV


3.
The following is a quantum chemistry calculation of one molecule with the formula C10H11ClN2OS in a non-equilibrium geometry, from OMol25.

Cartesian coordinates (Å):
Cl: 1.2922 -1.8296 -2.2015
S: 2.4092 0.8923 -1.3561
O: -0.7918 1.3561 0.5688
N: 1.0073 1.6511 -0.7671
N: 0.4303 -0.5113 -0.0781
C: -0.1462 -2.1232 1.6040
C: -1.7286 -1.6271 -0.1727
C: 0.1682 0.8660 -0.0225
C: 1.0317 3.1094 -0.4789
C: 1.5683 3.9970 -1.6181
C: -0.4679 -1.4522 0.4027
C: -1.1861 -2.9468 2.1942
C: -2.6428 -2.5389 0.4231
C: 1.5306 -0.8352 -0.7353
C: -2.3859 -3.1677 1.5869
H: -3.6599 -2.7536 -0.0602
H: 0.9310 4.1660 -2.4741
H: 1.7068 4.9698 -1.2672
H: -0.0759 3.3132 -0.3443
H: 0.6664 -1.8736 2.1477
H: -3.2132 -3.6601 2.1004
H: 1.5303 3.3746 0.4704
H: 2.5839 3.5933 -1.7645
H: -0.8930 -3.3977 3.1360
H: -1.9528 -1.2130 -1.0950
H: 2.2879 -1.3590 -0.1987

molar mass	242.731	Da
LUMO energy	0.012	Ha
SMILES	CCN1S[C@H](Cl)N(c2ccccc2)C1=O
ΔE to the lowest compared entry with this formula, charge and spin	8.6	kcal/mol
multiplicity	1
charge	0
HOMO	-8.4	eV
Kohn-Sham gap	8.739	eV


4.
The following is a quantum chemistry calculation of C21H23N2O6P2S4Ta as an isolated structure in a non-equilibrium geometry, from OMol25.

Cartesian coordinates (Å):
Ta: 0.3361 0.1881 0.6579
S: -1.5125 2.0856 0.4834
S: 0.9274 -2.1284 -0.4564
S: -1.6478 -0.8674 1.5374
S: 1.1508 -1.1594 2.5219
P: 2.9111 0.9572 -0.5687
P: 1.7954 2.9457 1.3198
O: 1.4036 1.0606 -0.9335
O: 3.1174 -0.1927 0.3537
O: 0.9238 3.7671 0.4840
O: 3.8355 1.0566 -1.8262
O: 1.2192 1.5537 1.8198
O: 2.4475 3.6373 2.5813
N: -0.9034 -0.0532 -1.3864
N: 4.3559 1.9589 1.4439
C: -1.2411 2.3670 -1.2810
C: 3.3392 2.4627 0.4201
C: -3.0644 -0.1313 0.7937
C: -1.9415 1.0199 -3.2555
C: -2.0625 -0.1886 -3.9148
C: 0.7065 -5.1370 2.9034
C: 0.8543 -3.3220 0.8469
C: -3.0383 1.1989 0.4010
C: -4.2677 -0.8276 0.7260
C: 0.7573 -4.6726 0.5469
C: -1.6094 -1.3308 -3.2828
C: -0.6291 -2.4627 -1.2950
C: 0.8200 -3.7849 3.1924
C: -5.4091 -0.1881 0.2634
C: -1.3559 1.0568 -2.0053
C: 3.9043 3.6585 -0.3432
C: -1.0493 -1.2310 -2.0236
C: 0.6770 -5.5840 1.5885
C: -5.3719 1.1509 -0.1092
C: 0.8983 -2.8618 2.1556
C: -4.1816 1.8571 -0.0314
H: 3.1424 4.0463 -1.0162
H: 0.7529 -5.0196 -0.4792
H: -0.4945 -3.2970 -1.9788
H: 3.9916 0.2378 -2.3249
H: -0.2575 2.8253 -1.3743
H: 4.1860 0.9532 1.6164
H: -2.3025 1.9371 -3.7002
H: -1.9883 3.0722 -1.6382
H: -6.2713 1.6491 -0.4445
H: 4.7731 3.3649 -0.9332
H: 0.6430 -5.8487 3.7154
H: -4.3133 -1.8609 1.0469
H: -4.1534 2.9076 -0.2954
H: -1.6935 -2.3014 -3.7513
H: 0.5981 -6.6404 1.3727
H: 0.8443 -3.4422 4.2185
H: 5.3075 2.0770 1.0901
H: -6.3432 -0.7315 0.2103
H: 4.2800 2.4775 2.3246
H: 1.8920 4.2445 3.0978
H: -1.3587 -2.7298 -0.5275
H: -2.5111 -0.2420 -4.8981
H: 4.1814 4.4619 0.3411

molar mass	770.587	Da
LUMO energy	-0.234	Ha
multiplicity	1
charge	+2
HOMO	-13.3	eV
Kohn-Sham gap	6.929	eV


5.
The following is a quantum chemistry calculation of an isolated ion of composition C7H13N4O and charge +1 in a non-equilibrium geometry, from OMol25.

Cartesian coordinates (Å):
O: -0.5510 -2.0116 1.3662
N: -1.5661 0.2651 1.0626
N: -0.1049 -2.3061 -0.8495
N: -0.9731 2.4163 0.8410
N: 1.3005 2.7784 -0.0157
C: -0.6697 -0.1916 0.0994
C: -0.1282 -3.7087 -0.8832
C: 0.0302 0.7203 -0.6517
C: -1.6635 1.5069 1.4339
C: 0.0074 2.1777 -0.3108
C: 1.1016 0.2199 -1.5786
C: -0.4946 -1.6344 0.2194
H: 0.9572 0.7458 -2.5062
H: -1.6894 -0.5235 1.7152
H: 1.9980 2.2300 0.4954
H: -1.0424 3.4130 1.1800
H: 2.1090 0.4809 -1.2653
H: -0.4517 2.6114 -1.0820
H: 0.7471 -4.0406 -0.2750
H: -1.0525 -4.1143 -0.6125
H: -2.1987 1.6274 2.3425
H: 0.1832 -4.0090 -1.9455
H: -0.1175 -1.8588 -1.7345
H: 1.1160 -0.9302 -1.7221
H: 1.2747 3.7168 0.3714

molar mass	169.208	Da
LUMO energy	-0.133	Ha
SMILES	CNC(=O)C1=C(C)[C@H](N)[NH+]=CN1
ΔE to the lowest compared entry with this formula, charge and spin	0.0	kcal/mol
multiplicity	1
charge	+1
HOMO	-13.0	eV
Kohn-Sham gap	9.404	eV


6.
The following is a quantum chemistry calculation of a 2-piece molecular cluster, C4H3I overall in a non-equilibrium geometry, from OMol25.

Cartesian coordinates (Å):
I: 2.6465 0.1462 0.1216
C: 0.0326 1.8634 -0.1603
C: -0.5597 -1.4386 0.0929
C: -1.1457 -2.5352 0.1356
C: 0.6886 0.7558 -0.0522
H: -0.9984 2.0800 -0.3987
H: 0.5529 2.6799 0.2526
H: -1.2167 -3.5516 0.0085

molar mass	177.972	Da
LUMO energy (alpha / beta)	-0.062 / -0.062	Ha
ΔE to the lowest compared entry with this formula, charge and spin	118.5	kcal/mol
multiplicity	1
charge	0
HOMO (alpha / beta)	-9.3 / -9.3	eV
Kohn-Sham gap (alpha / beta)	7.630 / 7.629	eV


7.
The following is a quantum chemistry calculation of C4H8O2 as an isolated structure, from OMol25.

Cartesian coordinates (Å):
O: -0.6116 1.5978 1.8546
O: 0.5276 0.4123 -1.1118
C: 1.4545 -0.1571 -1.8370
C: -0.8895 0.7364 0.7402
C: 0.2441 0.0428 0.1155
C: -1.3214 0.3959 2.0955
H: 0.5318 -1.8013 -1.3714
H: -1.6250 1.1296 0.0383
H: -2.3696 0.5099 2.3715
H: 0.1070 -1.7383 -0.6943
H: 2.3234 -0.5718 -1.3341
H: 1.0535 -0.3564 0.7247
H: 1.5068 0.2121 -2.8522
H: -0.7761 -0.3701 2.6493

molar mass	88.106	Da
LUMO energy	0.020	Ha
ΔE to the lowest compared entry with this formula, charge and spin	144.7	kcal/mol
multiplicity	1
charge	0
HOMO	-7.8	eV
Kohn-Sham gap	8.313	eV


8.
The following is a quantum chemistry calculation of one molecule with the formula C3H8N4O in a non-equilibrium geometry, from OMol25.

Cartesian coordinates (Å):
O: -0.6195 0.5323 -0.4812
N: 2.9648 -0.9942 -0.1966
N: -3.2257 -0.0534 -0.1423
N: 1.7811 -0.3658 -0.0332
N: -0.9323 -0.5630 0.3412
C: 1.6359 0.8822 0.1737
C: -2.3221 -0.8867 0.1334
C: 0.2608 1.4520 0.1448
H: -2.6377 -1.9075 0.3061
H: 2.4865 1.6201 0.3220
H: 2.9018 -1.9181 -0.0967
H: -2.9284 0.9616 -0.1676
H: 3.7650 -0.5157 0.3075
H: -0.3574 -1.3883 0.0975
H: -0.1179 1.7530 1.1114
H: 0.2802 2.2868 -0.5251

molar mass	116.124	Da
LUMO energy	0.036	Ha
SMILES	[H]/N=C\NOC/C=N/N
ΔE to the lowest compared entry with this formula, charge and spin	112.0	kcal/mol
multiplicity	1
charge	0
HOMO	-9.1	eV
Kohn-Sham gap	10.092	eV


9.
The following is a quantum chemistry calculation of a 2-piece molecular cluster, C5H10O4 overall in a non-equilibrium geometry, from OMol25.

Cartesian coordinates (Å):
O: 2.0620 0.4831 2.7923
O: -0.8702 -1.0518 1.3077
O: -0.2541 -0.2165 -1.1986
O: -0.1591 -0.8671 3.4085
C: -0.0036 -0.6447 2.2343
C: -0.4515 -1.2588 -2.1552
C: -1.2571 1.2041 -1.3416
C: -0.3104 2.0515 -1.4649
C: 1.2228 0.1133 1.7308
H: -0.5961 -0.7725 0.4011
H: -0.3215 3.1220 -1.5677
H: 0.4589 0.9653 -1.4173
H: 1.7591 -0.5299 1.0207
H: -0.4288 -0.8632 -3.1750
H: 0.8795 0.9997 1.1825
H: 0.3262 -2.0132 -2.0331
H: -1.4157 -1.7483 -2.0015
H: 1.6404 0.1469 3.6004
H: -2.2809 0.8799 -1.3234

molar mass	134.131	Da
LUMO energy	0.023	Ha
SMILES	O=C(O)CO.C=COC
ΔE to the lowest compared entry with this formula, charge and spin	113.6	kcal/mol
multiplicity	1
charge	0
HOMO	-10.4	eV
Kohn-Sham gap	11.048	eV


10.
The following is a quantum chemistry calculation of an isolated ion of composition C2H8N3O2 and charge +1 in a non-equilibrium geometry, from OMol25.

Cartesian coordinates (Å):
O: 1.1427 -1.4336 -0.0032
O: -0.6397 -3.3863 -0.1139
N: -0.3690 0.0827 -0.4333
N: -0.8046 -2.2361 -0.8105
N: 0.0172 -1.1403 -0.3268
C: 0.6202 1.1500 -0.0700
C: 0.2228 2.2626 0.7950
H: 0.9694 2.7321 1.4745
H: -1.3683 0.4464 -0.7027
H: -1.8362 -2.1231 -0.8036
H: 0.2983 -3.7067 -0.1534
H: -0.6483 2.0651 1.4207
H: 1.1508 1.6141 -0.9778
H: 1.3787 0.5101 0.5271
H: -0.1339 3.1632 0.1780

molar mass	106.105	Da
LUMO energy (alpha / beta)	-0.201 / -0.201	Ha
SMILES	CCN[N+](=O)NO
ΔE to the lowest compared entry with this formula, charge and spin	177.3	kcal/mol
multiplicity	1
charge	+1
HOMO (alpha / beta)	-15.3 / -15.3	eV
Kohn-Sham gap (alpha / beta)	9.842 / 9.841	eV


11.
The following is a quantum chemistry calculation of one molecule with the formula C4H7NO in a non-equilibrium geometry, from OMol25.

Cartesian coordinates (Å):
O: -0.8764 0.8258 0.4831
N: 2.8125 -1.3917 -0.7249
C: 2.1325 -0.5057 -1.0327
C: 1.0685 0.5148 -1.0873
C: 0.3060 0.1336 0.2036
C: -1.9179 -0.0268 0.9409
H: -2.7195 -0.0147 0.1960
H: -2.2860 0.2988 1.9212
H: 1.4900 1.5261 -1.0829
H: 1.0121 0.2319 1.0393
H: 0.4783 0.4075 -2.0063
H: 0.0814 -0.9317 0.0904
H: -1.5815 -1.0681 1.0596

molar mass	85.106	Da
LUMO energy	0.031	Ha
SMILES	COCCC#N
ΔE to the lowest compared entry with this formula, charge and spin	44.1	kcal/mol
multiplicity	1
charge	0
HOMO	-10.3	eV
Kohn-Sham gap	11.115	eV


12.
The following is a quantum chemistry calculation of one molecule with the formula C5H8O, from OMol25.

Cartesian coordinates (Å):
O: -1.3241 0.7591 0.4429
C: 1.0432 0.8658 1.0748
C: 0.0705 -0.4359 -1.0970
C: -0.0459 -1.3298 0.1094
C: -0.0460 0.1553 0.3058
C: -1.1262 0.1070 -1.7680
H: 1.1587 1.9004 0.7349
H: 0.8474 -1.8655 0.4220
H: 0.7834 0.8934 2.1415
H: -1.9817 -0.5923 -1.6526
H: -0.9872 -1.8529 0.2581
H: 1.0118 -0.3252 -1.6319
H: 2.0071 0.3572 0.9754
H: -1.4109 1.3635 -0.3153

molar mass	84.118	Da
LUMO energy	-0.011	Ha
ΔE to the lowest compared entry with this formula, charge and spin	118.6	kcal/mol
multiplicity	1
charge	0
HOMO	-8.6	eV
Kohn-Sham gap	8.353	eV